Entry 1:
Entry from the OMol25 dataset: 3 unconnected molecules or ions with the total composition C34H69BF3N8O6P2 at a distorted geometry (wB97M-V/def2-TZVPD).

Each line ends with the Mulliken charge.
CARTESIAN COORDINATES (ANGSTROEM)
C -7.8324 -2.9453 2.4473  0.09
C -6.6990 -3.3522 2.4435  -1.35
C -5.3264 -3.8525 2.4350  -0.82
C -4.3183 -3.6432 1.2416  1.71
C -3.2295 -4.7041 1.6673  -1.59
C -1.7268 -4.5950 1.3813  -0.38
O -1.0931 -3.3925 1.7665  -0.61
C -1.2107 -5.0448 0.0013  0.64
F -2.1341 -5.7013 -0.7086  -0.22
F -0.6590 -4.1038 -0.7335  -0.24
F -0.2195 -5.9754 0.1980  -0.37
O -3.8559 -2.3444 1.1849  -0.72
B -3.2972 -2.0938 -0.2146  1.89
C -3.6055 -0.6450 -0.8723  0.11
C -2.7127 0.4113 -0.1979  -0.56
C -3.0782 1.8659 -0.5062  -0.58
C -4.5566 2.2290 -0.3036  -1.03
C -5.2086 1.6571 0.9644  0.49
N -5.8130 2.7192 1.8100  -0.82
O -3.6624 -3.3795 -0.9231  -0.95
C -4.8015 -3.8740 -0.2323  2.52
C -5.2126 -5.2834 -0.6576  -1.98
C -6.7001 -5.5979 -0.3688  -0.55
C -7.5605 -5.8410 -1.6246  -1.02
C -7.7019 -7.3430 -1.8597  -0.45
O -8.3436 -7.6393 -3.1010  -0.55
C -5.8649 -2.8891 -0.8165  -0.19
C -5.9802 -2.9362 -2.2166  -1.21
C -6.8511 -2.0756 -2.8479  -0.86
C -7.5619 -1.1897 -2.0431  -0.75
C -7.3752 -1.1904 -0.6796  -0.52
N -6.5302 -2.0298 -0.0730  0.31
H -8.7636 -2.4337 2.4127  0.49
H -4.8182 -3.4200 3.3004  0.52
H -5.3935 -4.9341 2.5914  0.33
H -3.5158 -5.6973 1.3194  0.14
H -3.2691 -4.7886 2.7577  0.63
H -1.2867 -5.3584 2.0393  0.45
H -1.6180 -3.0346 2.4887  0.47
H -2.0728 -2.1121 -0.1000  -0.52
H -3.3766 -0.6575 -1.9477  0.19
H -4.6558 -0.3339 -0.8095  -0.37
H -1.6881 0.1946 -0.5037  0.10
H -2.7650 0.2420 0.8820  0.00
H -2.7866 2.1075 -1.5331  0.26
H -2.4653 2.4971 0.1439  0.28
H -4.6715 3.3164 -0.2880  0.47
H -5.1202 1.8669 -1.1682  0.35
H -4.5033 1.1148 1.5902  0.21
H -5.9625 0.9282 0.6551  -0.24
H -5.9117 2.3404 2.7441  0.27
H -6.7470 2.9168 1.4714  0.26
H -4.6466 -6.0379 -0.1111  0.16
H -4.9554 -5.4825 -1.6996  0.76
H -6.7485 -6.5225 0.2169  0.65
H -7.1549 -4.8355 0.2624  -0.03
H -8.5679 -5.4686 -1.4196  0.37
H -7.1236 -5.4143 -2.5271  0.48
H -8.2796 -7.7910 -1.0450  0.31
H -6.7072 -7.8006 -1.8394  0.29
H -8.6224 -6.7964 -3.4686  0.33
H -5.3858 -3.6224 -2.8008  0.61
H -6.9626 -2.0786 -3.9242  0.46
H -8.2636 -0.4962 -2.4935  0.41
H -7.9159 -0.4791 -0.0639  0.51
O -0.0949 2.9976 -0.6447  -0.46
P 1.1978 3.6014 -1.0415  0.21
N 0.7316 4.9819 -1.9470  0.21
C 1.5254 5.6370 -2.9639  -0.76
C -0.1809 5.8894 -1.2585  -0.96
N 1.8358 2.3944 -2.0654  0.39
C 2.5324 2.6587 -3.3057  -1.18
C 1.0664 1.1537 -2.1691  -1.14
N 2.7638 4.1325 -0.5578  0.07
C 3.5555 3.0803 0.1243  -1.29
C 2.7322 5.2881 0.3671  -1.05
H 2.4205 6.1530 -2.5825  0.28
H 0.9116 6.3853 -3.4688  0.38
H 1.8382 4.9480 -3.7415  0.19
H 0.2956 6.4573 -0.4468  0.26
H -1.0105 5.3313 -0.8242  0.16
H -0.6056 6.6088 -1.9596  0.42
H 1.8401 2.8902 -4.1263  0.29
H 3.1067 1.7758 -3.6027  0.35
H 3.2555 3.4675 -3.1986  0.38
H 0.1956 1.2578 -2.8260  0.28
H 0.7187 0.8199 -1.1971  0.30
H 1.7085 0.3655 -2.5696  0.42
H 3.0701 2.7166 1.0351  0.36
H 4.5357 3.4812 0.3873  0.55
H 3.7281 2.2322 -0.5311  0.33
H 2.0929 5.1157 1.2381  0.37
H 2.3867 6.1858 -0.1442  0.25
H 3.7404 5.5006 0.7200  0.37
O 7.6539 2.9446 2.8949  -0.86
P 8.8494 2.3334 2.2611  0.65
N 9.3046 3.4884 1.0833  0.14
C 10.0606 3.2135 -0.1217  -0.78
C 9.5036 4.8438 1.5881  -1.05
N 8.1853 0.9373 1.5424  0.33
C 8.5495 0.4478 0.2267  -1.16
C 6.7770 0.6655 1.8088  -1.16
N 10.3822 1.5804 2.4814  0.02
C 10.3309 0.3759 3.3469  -1.09
C 11.3948 2.4781 3.0839  -1.03
H 11.1095 2.9315 0.0530  0.29
H 10.0657 4.1051 -0.7507  0.38
H 9.5970 2.4386 -0.7232  0.19
H 10.4131 4.9563 2.1941  0.29
H 8.6591 5.1433 2.2083  0.28
H 9.5678 5.5527 0.7624  0.41
H 8.0550 1.0131 -0.5733  0.30
H 8.2461 -0.5976 0.1242  0.38
H 9.6281 0.4658 0.0742  0.36
H 6.1119 1.2972 1.2081  0.37
H 6.5361 0.8165 2.8563  0.33
H 6.5495 -0.3785 1.5825  0.36
H 9.9661 0.6027 4.3534  0.35
H 11.3333 -0.0454 3.4278  0.42
H 9.6935 -0.3880 2.9143  0.31
H 11.0510 2.9395 4.0144  0.36
H 11.6774 3.2674 2.3891  0.24
H 12.3018 1.9144 3.2966  0.40

The HOMO energy is -4.12 eV. Its total charge is -1. Its spin multiplicity is 1. The calculation puts the total energy at -3233.57481 a.u. The value obtained for the frontier orbital gap is 0.21320 Eh.

---

Entry 2:
Entry from the OMol25 dataset: a molecular structure, C34H69BF6GeN3O8P2S3Y at a distorted geometry (wB97M-V/def2-TZVPD).

Each line ends with the Mulliken charge.
CARTESIAN COORDINATES (ANGSTROEM)
Y 1.0877 -1.1569 0.0233  -1.39
C -2.4033 -1.3919 -1.2842  -2.71
C -3.4727 -1.9591 -0.3401  2.54
C -4.7808 -1.5861 -1.0565  -2.45
C -3.3459 -3.4805 -0.2747  -1.90
P -3.3556 -0.9860 1.2766  0.52
C -2.1570 -1.9883 2.3134  -1.10
N -1.1059 -1.1581 2.8777  0.69
B -0.0798 -0.5325 2.0707  2.03
N 0.5450 0.3968 2.9995  1.00
C 1.5107 1.4151 2.6453  -0.68
P 0.8930 2.3937 1.1869  1.04
C -0.3856 3.5079 1.9856  2.42
C 0.0236 4.2159 3.2767  -1.69
C -1.6073 2.6196 2.2888  -2.23
C -0.8181 4.5592 0.9540  -1.87
C 2.4481 3.3193 0.6953  2.44
C 3.4400 2.2247 0.2645  -2.44
C 3.1048 4.1834 1.7724  -1.93
C 2.1584 4.1725 -0.5459  -1.93
C -0.0158 0.2686 4.2619  0.71
C 0.2918 0.8857 5.4637  -1.05
C -0.4152 0.5125 6.6020  -0.95
C -1.3920 -0.4742 6.5393  -0.91
C -1.7056 -1.0953 5.3349  -0.76
C -1.0369 -0.6997 4.1865  0.59
C -4.9760 -1.1682 2.2109  2.07
C -5.5674 -2.5761 2.2788  -1.94
C -4.6735 -0.6962 3.6408  -1.79
C -6.0091 -0.1905 1.6334  -1.94
H -0.8268 -2.4961 -1.7131  -0.20
H -2.6375 -1.6566 -2.3190  0.80
H -2.4075 -0.3033 -1.2020  0.40
H -4.7536 -1.9644 -2.0812  0.62
H -5.6476 -2.0246 -0.5672  0.40
H -4.9291 -0.5055 -1.1104  0.48
H -3.4400 -3.9031 -1.2809  0.47
H -2.3867 -3.8046 0.1268  0.21
H -4.1315 -3.9220 0.3368  0.39
H -2.6699 -2.5540 3.0935  0.60
H -1.6724 -2.7148 1.6633  0.01
H 1.7036 2.0642 3.5003  0.17
H 2.4699 0.9625 2.3785  -0.90
H 0.3066 3.5140 4.0609  0.24
H 0.8364 4.9258 3.1350  0.25
H -0.8378 4.7751 3.6546  0.50
H -1.4580 1.9943 3.1689  0.16
H -2.4622 3.2731 2.4840  0.73
H -1.8740 1.9570 1.4624  0.18
H -0.0971 5.3719 0.8699  0.34
H -0.9649 4.1336 -0.0420  0.24
H -1.7689 4.9965 1.2675  0.52
H 3.9334 1.7470 1.1097  0.17
H 2.9743 1.4407 -0.3439  0.05
H 4.2238 2.6702 -0.3547  0.76
H 3.2036 3.6600 2.7242  0.28
H 4.1116 4.4672 1.4517  0.48
H 2.5505 5.1055 1.9457  0.37
H 1.6228 3.5999 -1.3079  0.12
H 1.5693 5.0585 -0.3195  0.39
H 3.1040 4.5092 -0.9788  0.52
H 1.0812 1.6240 5.5292  0.47
H -0.1867 0.9813 7.5498  0.41
H -1.9087 -0.7756 7.4409  0.43
H -2.4411 -1.8864 5.3046  0.42
H -4.8358 -3.3108 2.6219  0.30
H -6.3994 -2.5910 2.9894  0.51
H -5.9565 -2.9141 1.3184  0.34
H -4.2267 -1.4849 4.2403  0.28
H -4.0019 0.1652 3.6736  0.25
H -5.6091 -0.4077 4.1256  0.59
H -6.3379 -0.4466 0.6300  0.35
H -6.8922 -0.1888 2.2781  0.55
H -5.6114 0.8257 1.6078  0.35
O 0.4004 -3.5045 0.5698  -0.58
H 1.2023 -3.8237 1.0092  0.28
H 0.4624 -3.8477 -0.3339  0.25
O 0.0271 0.7062 -1.4750  1.25
H -0.5508 0.2788 -2.1191  -0.46
H -0.5245 1.2501 -0.8938  0.00
O 1.3610 -3.1873 -1.9871  -0.57
H 1.0411 -3.5467 -2.8254  0.18
H 1.9734 -2.4532 -2.2335  0.21
O 2.4673 -0.7321 -1.9484  -1.07
S 2.3046 1.1742 -3.5122  0.63
C 1.1141 1.5264 -4.8252  0.35
C 1.8946 1.4999 -6.1357  -0.89
C 2.9685 0.4308 -5.9616  -0.32
C 3.6412 0.7505 -4.6273  -0.99
H 0.5984 2.4533 -4.5887  0.62
H 0.4084 0.7002 -4.7856  -0.89
H 2.3581 2.4712 -6.3255  0.34
H 1.2024 1.2853 -6.9489  0.42
H 3.6940 0.4237 -6.7735  0.50
H 2.5059 -0.5568 -5.9093  0.07
H 4.2933 1.6256 -4.6763  0.47
H 4.1831 -0.0611 -4.1399  0.31
C 5.5202 -0.8178 -0.6861  -0.97
Ge 4.8976 -1.6215 0.9908  0.67
C 5.1969 -0.3489 2.4586  -1.25
C 6.1086 -3.1254 1.3215  -1.37
C 3.0536 -2.1957 0.9150  -1.06
H 6.5909 -0.6195 -0.6153  0.50
H 5.0013 0.1125 -0.9179  0.05
H 5.3457 -1.5027 -1.5175  0.27
H 5.8663 -0.8045 3.1896  0.53
H 4.2738 -0.0909 2.9784  0.25
H 5.6668 0.5720 2.1109  0.34
H 7.1461 -2.7859 1.3336  0.37
H 6.0110 -3.8910 0.5510  0.35
H 5.8886 -3.5829 2.2872  0.38
H 2.8080 -2.4963 1.9478  0.56
H 3.0819 -3.1148 0.3038  0.56
F -1.3372 -3.7631 -6.2865  -0.18
C -0.3220 -3.4167 -5.5194  0.51
F 0.7818 -3.2921 -6.2882  -0.24
F -0.0508 -4.4596 -4.6829  -0.25
S -0.5895 -1.8999 -4.5636  0.03
O -1.0459 -1.8344 -1.0439  1.74
O 1.7642 -0.2877 -3.1204  -0.34
N -2.1973 -1.5220 -4.7830  -0.54
S -2.5173 -0.4748 -5.9167  0.92
O -3.8108 -0.7229 -6.4712  -0.66
O -1.4156 -0.1411 -6.7926  -0.59
C -2.7778 1.1239 -4.9740  0.61
F -2.1663 1.1037 -3.7641  -0.18
F -2.2528 2.1643 -5.6374  -0.26
F -4.0636 1.3702 -4.7646  -0.25

The HOMO energy is -7.31 eV. Its total charge is 0. Its spin multiplicity is 1. The calculation puts the total energy at -6719.64713 a.u. The value obtained for the frontier orbital gap is 0.25694 Eh.